[1]
Computed, not measured: a structure of composition C23H36AsN6O5S5Ti in a non-equilibrium geometry, with ωB97M-V/def2-TZVPD.

Structure (XYZ):
```
77
Properties=species:S:1:pos:R:3:forces:R:3
Ti 0.207 0.492 -0.249 0.4 0.8 0.5
O -2.372 -5.139 0.069 0.0 -0.1 0.0
C -1.803 -3.903 -0.034 0.0 0.0 -0.2
C -1.481 -3.353 -1.277 -0.1 0.0 0.2
C -0.901 -2.104 -1.279 0.2 0.1 -0.3
N -0.675 -1.438 -0.160 -0.2 -0.1 0.0
C -0.947 -1.957 1.026 -0.1 -0.2 0.0
C -1.513 -3.216 1.135 0.0 0.1 0.2
C -0.519 -1.048 2.179 -0.2 -0.1 -0.1
O -0.502 -1.516 3.311 0.0 0.1 0.0
O -0.208 0.123 1.783 0.2 -0.2 -0.2
C -0.266 -1.415 -2.491 -0.2 -0.3 0.4
O -0.268 -1.979 -3.576 0.1 0.0 -0.3
O 0.343 -0.335 -2.171 0.1 -0.1 0.0
H -2.523 -5.481 -0.819 0.0 0.0 0.0
H -1.649 -3.872 -2.212 0.0 0.0 0.0
H -1.713 -3.636 2.111 0.0 0.0 0.0
S -1.248 4.987 0.470 0.0 0.1 -0.1
As -0.740 3.539 -0.974 0.3 -0.2 0.3
S -1.862 1.632 -0.637 0.1 0.0 -0.1
S 1.292 2.633 -0.445 -0.4 0.0 -0.2
S -0.794 4.084 -3.021 0.0 0.1 0.0
C 3.917 -2.106 -7.386 0.0 0.0 0.0
C 4.724 -1.427 -6.284 0.0 0.0 0.0
C 4.793 -2.246 -4.996 0.0 0.0 -0.1
C 3.487 -2.246 -4.200 -0.2 -0.1 -0.1
N 2.931 -0.927 -3.967 0.1 0.0 0.3
C 3.478 -0.042 -3.067 0.0 0.1 -0.2
S 4.824 -0.405 -2.106 0.1 0.0 0.0
N 2.877 1.143 -3.017 0.0 -0.1 0.1
C 1.852 1.655 -3.920 0.1 0.0 0.0
C 2.457 2.539 -5.007 0.0 0.0 0.0
C 1.456 2.832 -6.121 0.0 0.0 0.0
C 1.184 1.623 -7.013 0.0 0.0 0.0
H 3.851 -1.485 -8.281 0.0 0.0 0.0
H 2.895 -2.307 -7.058 0.0 0.0 0.0
H 4.367 -3.061 -7.672 0.0 0.0 0.0
H 4.275 -0.457 -6.058 0.0 0.0 0.0
H 5.738 -1.224 -6.639 0.0 0.0 0.0
H 5.598 -1.881 -4.362 0.0 0.1 0.0
H 5.014 -3.293 -5.243 0.1 0.0 0.0
H 3.629 -2.792 -3.262 0.1 0.0 0.0
H 2.727 -2.776 -4.782 0.0 0.0 0.1
H 1.917 -0.899 -3.963 0.0 0.0 -0.2
H 3.122 1.734 -2.235 0.0 0.0 0.0
H 1.133 2.226 -3.333 0.0 0.0 0.0
H 1.296 0.834 -4.361 0.0 0.0 0.0
H 3.349 2.052 -5.423 0.0 0.0 0.0
H 2.785 3.477 -4.550 0.0 0.0 0.0
H 1.830 3.656 -6.738 0.0 0.0 0.0
H 0.527 3.181 -5.665 0.0 0.0 0.0
H 2.116 1.223 -7.426 0.0 0.0 0.0
H 0.533 1.886 -7.850 0.0 0.0 0.0
H 0.697 0.816 -6.465 0.0 0.0 0.0
C 3.460 -4.312 -0.341 0.0 0.0 0.0
C 2.147 -3.785 -0.893 0.0 0.0 0.0
N 2.180 -2.350 -0.778 -0.1 0.0 0.1
C 2.594 -1.692 0.344 0.0 0.0 -0.1
N 2.234 -0.462 0.504 -0.2 0.1 -0.2
C 2.838 0.315 1.586 0.0 0.0 0.0
C 4.162 -0.272 2.034 0.0 0.0 0.0
C 3.935 -1.732 2.372 -0.1 0.0 0.0
N 3.415 -2.398 1.191 0.1 0.1 0.0
C 3.581 -3.833 1.095 0.0 0.0 0.0
H 4.278 -3.896 -0.935 0.0 0.0 0.0
H 3.507 -5.402 -0.379 0.0 0.0 0.0
H 1.305 -4.222 -0.335 0.0 0.0 0.0
H 2.013 -4.045 -1.943 0.0 0.0 0.0
H 1.719 -1.757 -1.447 0.0 0.0 0.0
H 2.135 0.358 2.424 0.0 0.0 0.0
H 2.959 1.339 1.234 0.0 0.0 0.0
H 4.552 0.272 2.896 0.0 0.0 0.0
H 4.887 -0.206 1.219 0.0 0.0 0.0
H 3.241 -1.826 3.218 0.0 0.0 0.0
H 4.867 -2.234 2.646 0.0 0.0 0.0
H 2.834 -4.352 1.715 0.0 0.0 0.0
H 4.564 -4.083 1.505 0.0 0.0 0.0
```
Positions in Å, forces in eV/Å.

## Properties
ΔE to the lowest compared entry with this formula, charge and spin   9.3 kcal/mol
Net charge   -2
Maximum force   1.04 eV/A
2S+1   2

***

[2]
Computed, not measured: a structure of composition C23H36AsN6O5S5Ti, with ωB97M-V/def2-TZVPD.

Structure (XYZ):
```
77
Properties=species:S:1:pos:R:3:forces:R:3
Ti -1.758 1.475 0.923 -0.3 0.5 0.4
O -5.472 1.266 -4.086 0.0 0.0 0.0
C -4.645 1.261 -2.997 0.0 0.0 -0.1
C -3.328 0.818 -3.087 0.0 0.0 0.0
C -2.562 0.858 -1.939 0.0 0.1 0.1
N -3.058 1.307 -0.797 0.1 0.0 -0.2
C -4.318 1.703 -0.694 0.1 -0.1 0.1
C -5.164 1.700 -1.784 0.0 0.0 0.0
C -4.674 2.060 0.749 0.1 0.3 0.0
O -5.837 2.293 1.037 0.0 -0.1 0.0
O -3.647 2.045 1.517 -0.1 -0.3 -0.1
C -1.116 0.410 -1.810 -0.2 -0.1 -0.3
O -0.527 -0.053 -2.780 -0.1 -0.1 0.3
O -0.657 0.579 -0.625 0.1 -0.2 0.2
H -4.971 0.959 -4.849 0.0 0.0 0.0
H -2.892 0.449 -4.008 0.0 0.0 0.0
H -6.190 2.022 -1.683 0.0 0.0 0.0
S -1.489 5.162 3.610 0.0 0.0 0.1
As -0.245 3.872 2.511 0.2 0.2 0.0
S -0.985 3.694 0.404 0.0 0.0 0.0
S -0.588 1.722 3.014 0.0 -0.1 -0.1
S 1.852 4.290 2.584 -0.1 -0.2 -0.2
C 3.316 -2.481 -3.389 0.0 0.0 0.0
C 4.346 -1.842 -2.463 0.0 0.0 0.0
C 4.311 -2.390 -1.038 0.0 -0.1 -0.1
C 3.004 -2.104 -0.304 0.0 0.0 -0.1
N 2.683 -0.687 -0.270 -0.3 -0.1 0.2
C 3.164 0.166 0.690 0.3 0.2 0.2
S 4.250 -0.323 1.897 0.0 0.0 -0.2
N 2.720 1.419 0.608 0.0 -0.1 0.4
C 2.106 2.021 -0.560 -0.1 0.0 -0.2
C 3.156 2.442 -1.584 0.0 0.0 0.0
C 2.534 3.025 -2.850 0.0 0.0 -0.1
C 1.773 1.989 -3.675 -0.1 0.1 0.1
H 3.420 -2.117 -4.414 0.0 0.0 0.0
H 2.298 -2.260 -3.065 0.0 0.0 0.0
H 3.428 -3.569 -3.407 0.0 0.0 0.0
H 4.174 -0.763 -2.423 0.0 0.0 0.0
H 5.349 -1.982 -2.876 0.0 0.0 0.0
H 5.132 -1.966 -0.458 0.0 0.0 0.0
H 4.455 -3.478 -1.059 0.0 0.0 0.0
H 3.052 -2.509 0.710 0.2 -0.1 -0.1
H 2.166 -2.590 -0.808 0.0 0.0 0.0
H 1.730 -0.480 -0.545 0.1 0.2 -0.3
H 2.821 2.029 1.423 0.1 -0.1 -0.1
H 1.551 2.884 -0.203 -0.1 0.1 0.0
H 1.370 1.352 -1.003 0.1 0.1 0.0
H 3.780 1.579 -1.843 0.0 0.0 0.0
H 3.808 3.181 -1.111 0.0 0.0 0.0
H 3.321 3.470 -3.467 0.0 0.0 0.0
H 1.858 3.839 -2.571 0.0 0.0 0.0
H 2.400 1.114 -3.871 0.0 0.0 0.0
H 1.456 2.398 -4.637 0.0 0.0 0.0
H 0.878 1.642 -3.156 0.2 0.0 -0.1
C 0.798 -2.725 3.372 0.0 0.0 0.0
C 1.046 -1.513 2.499 -0.1 0.0 0.0
N -0.116 -1.312 1.646 0.2 -0.1 0.0
C -1.384 -1.370 2.133 -0.1 0.0 0.0
N -2.307 -0.658 1.563 -0.1 0.0 -0.1
C -3.702 -0.843 1.952 0.0 0.0 0.0
C -3.947 -2.167 2.651 0.0 0.0 0.0
C -2.924 -2.288 3.761 0.0 0.0 0.0
N -1.598 -2.256 3.174 0.0 0.0 0.0
C -0.514 -2.535 4.106 0.0 0.0 0.0
H 1.612 -2.847 4.089 0.0 0.0 0.0
H 0.744 -3.625 2.753 0.0 0.0 0.0
H 1.914 -1.647 1.856 -0.2 0.0 0.3
H 1.230 -0.621 3.107 0.0 0.0 0.0
H 0.004 -0.651 0.888 -0.2 0.0 0.1
H -4.322 -0.759 1.055 0.0 0.0 0.0
H -4.004 -0.025 2.611 0.0 0.0 0.0
H -3.824 -3.005 1.959 0.0 0.0 0.0
H -4.962 -2.198 3.053 0.0 0.0 0.0
H -3.020 -3.235 4.300 0.0 0.0 0.0
H -3.057 -1.474 4.488 0.0 0.0 0.0
H -0.790 -3.435 4.663 0.0 0.0 0.0
H -0.418 -1.714 4.831 0.0 0.0 0.0
```
Positions in Å, forces in eV/Å.

## Properties
ΔE to the lowest compared entry with this formula, charge and spin   6.8 kcal/mol
Net charge   -2
Maximum force   0.69 eV/A
2S+1   2

***

[3]
Computed, not measured: a structure of composition C23H36B2Br39O5 in a non-equilibrium geometry, with ωB97M-V/def2-TZVPD.

Structure (XYZ):
```
105
Properties=species:S:1:pos:R:3:forces:R:3
C 1.588 -1.381 -3.824 0.0 -0.3 0.3
C 0.583 -0.193 -4.277 -1.7 0.1 2.7
C -0.816 -0.205 -3.433 1.7 -0.3 -1.2
C -1.854 0.667 -4.246 0.6 -0.3 -0.1
B -3.299 1.014 -3.482 1.3 -1.3 -1.1
C -3.100 2.490 -2.783 0.7 2.3 2.6
C -1.751 2.633 -1.897 3.0 0.8 -1.2
O -0.632 2.917 -2.409 -3.6 -1.1 1.4
O -1.742 2.514 -0.470 -0.9 -0.6 -1.5
O -4.252 1.013 -4.668 -2.8 2.8 -0.1
B -5.341 1.885 -4.519 0.2 -0.9 -0.2
O -5.355 3.304 -4.879 0.5 -1.4 1.4
O -6.613 1.362 -4.001 1.5 1.0 0.5
C -3.850 -0.176 -2.505 -0.6 -1.2 0.9
C -3.207 -0.259 -1.051 -1.5 -0.8 -0.2
C -3.822 -1.647 -3.206 -0.6 0.1 0.8
C -5.246 -2.394 -3.136 -0.3 -0.8 -0.3
H 1.982 -1.895 -4.765 -0.9 -0.1 2.1
H 1.121 -2.145 -3.119 0.4 1.1 -0.8
H 2.510 -0.881 -3.355 -1.4 -1.1 -0.3
H 1.077 0.809 -4.018 -1.1 -1.3 -0.2
H 0.372 -0.160 -5.395 -0.9 -0.5 2.0
H -0.532 0.173 -2.399 -0.6 -0.3 -1.2
H -1.074 -1.316 -3.325 -0.2 1.6 -0.2
H -2.054 0.118 -5.243 0.2 0.6 1.4
H -1.376 1.668 -4.564 -0.4 -1.5 0.5
H -2.978 3.355 -3.534 -0.2 -1.4 1.0
H -3.935 2.780 -2.034 0.9 -0.4 -1.1
H -0.901 2.099 -0.170 -0.5 0.7 -0.8
H -5.441 3.806 -4.036 -0.2 -0.4 -1.0
H -6.585 1.533 -3.034 -0.3 -0.4 -0.8
H -4.979 -0.026 -2.294 1.6 0.1 -0.3
H -2.094 -0.460 -1.007 -1.2 0.6 -0.1
H -3.711 -1.153 -0.522 0.8 1.2 -0.6
H -3.552 0.659 -0.475 0.9 -1.1 -0.8
H -3.511 -1.585 -4.301 -0.2 -0.1 1.6
H -3.102 -2.284 -2.575 -0.7 0.8 -1.3
H -6.131 -1.704 -2.949 1.2 -0.6 -0.3
H -5.294 -3.198 -2.312 0.2 1.2 -1.1
H -5.474 -2.952 -4.122 0.4 0.8 1.5
C -3.964 -1.292 3.155 0.0 0.3 0.0
Br -2.615 -1.781 4.460 -0.1 0.0 -0.3
Br -3.364 0.146 2.004 -0.1 -0.4 0.8
Br -4.569 -2.827 2.136 0.2 0.2 0.1
H -4.822 -0.919 3.709 0.2 -0.2 -0.1
C 2.410 1.474 1.189 0.0 0.2 -0.1
Br 3.606 0.027 1.680 -0.2 0.2 -0.1
Br 2.547 1.917 -0.693 -0.1 -0.1 0.4
Br 0.580 1.104 1.710 0.3 -0.1 0.0
H 2.729 2.352 1.747 -0.1 -0.2 -0.1
C -2.751 -6.208 4.005 0.0 0.1 -0.2
Br -2.751 -5.667 5.869 0.0 -0.2 -0.2
Br -1.308 -5.380 3.010 -0.3 -0.2 0.3
Br -2.742 -8.137 3.818 0.0 0.3 0.1
H -3.683 -5.850 3.571 0.2 0.0 0.1
C 5.975 -1.880 4.135 0.0 0.0 -0.1
Br 5.999 -1.336 5.996 0.0 -0.1 -0.3
Br 7.398 -1.039 3.121 -0.3 -0.2 0.2
Br 5.999 -3.809 3.948 0.0 0.4 0.1
H 5.034 -1.531 3.714 0.2 -0.1 0.1
C -2.288 -2.880 8.546 0.0 0.0 -0.1
Br -3.029 -4.250 9.703 0.1 0.2 -0.2
Br -3.581 -1.490 8.155 0.3 -0.2 0.2
Br -0.639 -2.148 9.257 -0.3 -0.1 -0.1
H -2.041 -3.361 7.601 -0.1 0.1 0.2
C 5.814 3.994 0.582 -0.1 0.0 -0.1
Br 6.342 3.291 2.312 -0.1 0.1 -0.3
Br 5.743 5.931 0.584 0.1 -0.4 0.0
Br 6.938 3.315 -0.843 -0.2 0.1 0.3
H 4.804 3.638 0.388 0.2 0.1 0.0
C 0.737 0.554 12.609 0.0 0.1 0.0
Br 1.921 -0.896 13.117 -0.2 0.2 -0.1
Br 0.901 0.990 10.728 -0.2 -0.3 0.3
Br -1.101 0.193 13.106 0.3 0.0 -0.1
H 1.052 1.432 13.169 -0.1 -0.2 -0.1
C 3.747 0.305 -7.056 0.0 -0.2 0.2
Br 5.472 0.663 -6.236 -0.1 0.0 -0.1
Br 2.359 0.008 -5.720 4.3 2.3 -4.7
Br 3.248 1.692 -8.320 0.1 -0.2 0.1
H 3.852 -0.619 -7.627 0.1 0.6 0.3
C -4.387 -1.729 -7.398 0.0 0.2 0.2
Br -3.221 -3.192 -6.886 -0.2 0.2 -0.1
Br -4.183 -1.268 -9.271 0.0 -0.1 0.3
Br -6.232 -2.089 -6.937 0.3 0.1 -0.2
H -4.080 -0.857 -6.819 -0.1 -0.2 0.0
C 3.678 4.597 10.210 0.0 0.1 0.0
Br 3.226 3.512 11.753 0.2 0.3 -0.2
Br 5.236 3.914 9.282 -0.3 0.1 0.2
Br 2.165 4.813 9.015 0.2 -0.1 0.2
H 3.935 5.586 10.580 -0.1 -0.2 -0.1
C 9.715 1.254 -6.278 -0.1 0.0 -0.1
Br 8.940 2.342 -7.682 0.2 -0.2 0.3
Br 11.621 1.565 -6.093 -0.3 0.0 0.0
Br 8.783 1.480 -4.593 0.2 0.0 -0.3
H 9.590 0.214 -6.574 0.0 0.3 0.1
C 3.680 -3.868 -7.714 0.0 -0.2 0.0
Br 5.397 -3.506 -6.888 -0.3 0.0 -0.1
Br 2.297 -4.184 -6.394 0.3 0.1 -0.3
Br 3.178 -2.475 -8.966 0.0 -0.5 0.0
H 3.789 -4.786 -8.287 0.0 0.2 0.1
C -1.647 3.658 8.860 0.1 0.0 0.1
Br -1.985 5.249 7.805 0.1 -0.3 0.2
Br -3.134 3.238 10.030 0.3 0.0 -0.2
Br -1.157 2.148 7.748 -0.1 0.3 0.2
H -0.791 3.875 9.497 -0.2 -0.1 -0.1
```
Positions in Å, forces in eV/Å.

## Properties
Net charge   -1
Maximum force   6.82 eV/A
Calculated total energy   -101710.368087 a.u.